Density functional theory data (ωB97M-V/def2-TZVPD) for a single C6H14ClN molecule at a distorted geometry.

Cartesian coordinates (Å):
C: 1.3592 0.0283 1.5784
C: 1.0404 -0.7655 0.2214
C: 0.3169 0.4786 -1.7618
C: 0.4503 1.9679 -0.9792
C: -1.3365 -0.2620 -0.1106
C: -1.8914 -1.3749 0.7414
H: 2.0177 -0.7668 2.3761
H: 0.3162 0.5111 2.0510
H: 1.9640 1.1615 1.5490
H: 0.8535 -1.8762 0.2939
H: 1.9018 -0.9030 -0.3723
H: 1.2127 0.2956 -2.4288
H: -0.5549 0.6027 -2.5169
H: 0.7137 2.5218 -1.9030
H: -0.5658 2.1584 -0.4845
H: 1.1133 1.9251 -0.1854
H: -1.0849 0.4627 0.7659
H: -1.9720 0.1487 -0.8847
H: -1.1002 -1.4398 1.5705
H: -3.0325 -1.3420 1.1992
N: -0.0184 -0.5215 -0.7031
Cl: -1.7030 -3.0108 -0.0167

* energy: -20457.52252 eV
* gap between HOMO and LUMO: 0.3325 Ha
* M: 135.638 g/mol
* highest occupied orbital energy: -8.20 eV
* energy relative to the best compared isomer or geometry (same formula, charge and spin): 332.97 kJ/mol
* F_max: 4.96 eV/Å

Atom charges from the natural (NBO) analysis, given in e for atoms 1 to 4: -0.688 -0.293 -0.198 -0.646

=====

Density functional theory data (ωB97M-V/def2-TZVPD) for a molecular structure, C6H14ClN2O2Pd at a distorted geometry.

Cartesian coordinates (Å):
Pd: 1.1871 2.6500 1.9166
Cl: 1.0925 1.2302 -0.1560
C: -1.9784 1.3707 4.4291
C: -0.9819 0.6995 3.5190
O: 0.1204 1.1993 3.2833
N: -1.3649 -0.4695 2.9929
C: -0.5808 -1.2034 2.0055
H: -2.1253 2.4327 4.2555
H: -1.6548 1.1268 5.4415
H: -2.9826 0.9633 4.2900
H: -2.2496 -0.8386 3.2929
H: -1.0713 -1.0218 1.0477
H: -0.5998 -2.2676 2.2318
H: 0.4409 -0.8424 1.9734
C: 0.2001 -1.8864 -2.5087
C: 0.7903 -1.0467 -3.6143
O: 0.7848 -1.3940 -4.7950
N: 1.3639 0.1216 -3.2444
C: 1.9061 1.0686 -4.1609
H: 1.0343 -2.4490 -2.0815
H: -0.4851 -2.6224 -2.9208
H: -0.2808 -1.2817 -1.7430
H: 1.2808 0.3704 -2.2533
H: 2.0826 2.0134 -3.6477
H: 1.2064 1.3133 -4.9614
H: 2.8652 0.7637 -4.5923

* energy: -29518.31865 eV
* gap between HOMO and LUMO (alpha / beta): 0.3436 / 0.1446 Ha
* M: 288.063 g/mol
* highest occupied orbital energy (alpha / beta): -12.34 / -12.16 eV
* energy relative to the best compared isomer or geometry (same formula, charge and spin): 0.00 kJ/mol
* F_max: 4.97 eV/Å
* ⟨S²⟩: 2.0073
* spin multiplicity: 3
* net charge: +1

Atom charges from the natural (NBO) analysis, given in e for atoms 1 to 4: 0.824 -0.826 -0.706 0.709

=====

Density functional theory data (ωB97M-V/def2-TZVPD) for a molecular structure, C6H14ClN2O2Zr at a distorted geometry.

Cartesian coordinates (Å):
Zr: 1.1580 -2.7307 1.1535
Cl: 0.6413 -1.0830 0.0625
C: 1.9291 0.3870 -2.6503
C: 1.7151 -1.0025 -3.2187
O: 2.4280 -1.4852 -4.1396
N: 0.6142 -1.5447 -2.7487
C: 0.2536 -2.8639 -3.1605
H: 2.0779 0.3446 -1.5713
H: 0.9776 0.8695 -2.8737
H: 2.8277 0.8928 -3.0036
H: 0.0605 -1.1496 -2.0021
H: -0.2412 -2.9290 -4.1295
H: -0.4155 -3.4520 -2.5324
H: 1.1106 -3.5051 -3.3669
C: -1.2012 -0.0264 1.7102
C: -1.2761 1.4749 2.1555
O: -1.3259 2.3742 1.3016
N: -1.2672 1.7290 3.4956
C: -1.2861 3.1840 4.0429
H: -1.4257 -0.7774 2.4676
H: -0.2353 -0.2222 1.2444
H: -1.9815 -0.0305 0.9492
H: -1.1468 0.9496 4.1266
H: -0.2828 3.6040 4.1137
H: -1.7087 3.1660 5.0475
H: -1.9993 3.8265 3.5265

* energy: -27284.64340 eV
* gap between HOMO and LUMO: 0.0918 Ha
* M: 272.867 g/mol
* highest occupied orbital energy: -18.98 eV
* energy relative to the best compared isomer or geometry (same formula, charge and spin): 1261.49 kJ/mol
* F_max: 5.86 eV/Å
* net charge: +3

Atom charges from the Löwdin analysis, given in e for atoms 1 to 4: 1.658 0.571 0.034 -0.463

=====

Density functional theory data (ωB97M-V/def2-TZVPD) for a gas-phase ion, C6H14ClNP (charge -1).

Cartesian coordinates (Å):
C: 1.1692 1.6736 1.7021
C: 0.3198 1.0539 1.0980
P: -1.0674 0.0168 0.1549
C: -0.8716 -1.3908 1.4540
N: -1.7461 -1.2570 2.6182
C: 0.3187 -0.8160 -0.9821
Cl: -0.4620 -1.5125 -2.4710
C: 1.5229 -0.0022 -1.4431
C: 1.2118 1.3242 -2.1260
H: 1.8610 2.2402 2.2784
H: -2.1322 -0.7321 -0.5284
H: -1.1894 1.1031 -0.7941
H: -2.0435 0.6737 1.0321
H: -1.1194 -2.3232 0.9351
H: 0.1621 -1.4459 1.8060
H: -2.7077 -1.2418 2.2885
H: -1.5891 -0.3310 3.0108
H: 0.6907 -1.6908 -0.4467
H: 2.1576 0.1740 -0.5733
H: 2.1055 -0.6187 -2.1379
H: 2.1353 1.7876 -2.4820
H: 0.5565 1.1685 -2.9853
H: 0.7168 2.0156 -1.4474

* energy: -29747.10280 eV
* gap between HOMO and LUMO: 0.2666 Ha
* M: 166.612 g/mol
* highest occupied orbital energy: -3.60 eV
* energy relative to the best compared isomer or geometry (same formula, charge and spin): 0.00 kJ/mol
* F_max: 0.30 eV/Å
* net charge: -1

Atom charges from the natural (NBO) analysis, given in e for atoms 1 to 4: -0.449 -0.267 0.772 -0.525

=====

Density functional theory data (ωB97M-V/def2-TZVPD) for 2 unconnected molecules or ions with the total composition C6H14FNO4S at a distorted geometry.

Cartesian coordinates (Å):
O: 0.0413 -2.5328 -0.2421
S: 1.0133 -1.5511 0.0953
O: 1.0392 -0.3793 -0.7046
F: 2.3772 -2.2817 0.0156
N: 0.7596 -1.1264 1.6474
C: 1.4590 0.0920 2.1068
C: 2.9797 -0.0463 1.9886
C: 3.7119 -0.0443 3.3093
O: 3.4674 -1.2539 2.3951
H: 0.9610 -1.8922 2.2820
H: 1.2669 0.1897 3.1677
H: 1.1655 0.9632 1.5338
H: 3.4745 0.4592 1.1686
H: 4.7879 -0.0568 3.2198
H: 3.2273 -0.4751 4.1712
C: -3.1075 0.2446 -3.2597
C: -3.1199 1.0133 -1.9469
C: -1.7777 1.6770 -1.6832
O: -3.4445 0.1326 -0.8716
H: -2.3554 -0.5482 -3.2305
H: -4.0736 -0.2305 -3.4326
H: -2.8860 0.9016 -4.1023
H: -3.9054 1.7699 -1.9740
H: -0.9882 0.9256 -1.6073
H: -1.7988 2.2191 -0.7366
H: -1.5138 2.3760 -2.4787
H: -2.7608 -0.5453 -0.8312

* energy: -29679.36874 eV
* gap between HOMO and LUMO: 0.3868 Ha
* M: 215.246 g/mol
* highest occupied orbital energy: -9.93 eV
* energy relative to the best compared isomer or geometry (same formula, charge and spin): 0.00 kJ/mol
* F_max: 3.68 eV/Å

Atom charges from the natural (NBO) analysis, given in e for atoms 1 to 4: -0.919 2.527 -0.923 -0.460

=====

Density functional theory data (ωB97M-V/def2-TZVPD) for a molecular structure, C6H14IN at a distorted geometry.

Cartesian coordinates (Å):
C: -0.4378 1.4788 -1.5718
C: -0.9621 -1.1892 1.1023
C: 0.2660 0.8498 1.7690
C: 1.1481 -1.5009 -1.0630
C: -0.9986 0.7564 -0.3240
C: -0.0773 -0.0754 0.5939
N: 1.1614 -0.6934 0.0447
I: 2.9036 0.3959 0.1688
H: -0.7861 0.9991 -2.4614
H: -0.6641 2.5734 -1.6693
H: 0.6236 1.4194 -1.4937
H: -1.1146 -1.9475 0.2869
H: -0.5346 -1.5692 1.9895
H: -1.9044 -0.7406 1.2831
H: 0.6588 1.8868 1.4196
H: -0.5629 0.8677 2.3345
H: 1.1334 0.3192 2.1766
H: 2.1023 -1.9210 -1.2581
H: 0.3688 -2.3204 -1.0497
H: 0.9527 -0.8965 -1.9658
H: -1.5757 1.3445 0.3389
H: -1.7006 -0.0367 -0.6512

* energy: -16037.71820 eV
* gap between HOMO and LUMO: 0.3014 Ha
* M: 227.089 g/mol
* highest occupied orbital energy: -8.09 eV
* energy relative to the best compared isomer or geometry (same formula, charge and spin): 0.00 kJ/mol
* F_max: 5.44 eV/Å

Atom charges from the natural (NBO) analysis, given in e for atoms 1 to 4: -0.625 -0.608 -0.617 -0.422

=====

Density functional theory data (ωB97M-V/def2-TZVPD) for a molecular structure, C6H14IrN2S2.

Cartesian coordinates (Å):
Ir: 0.0867 -0.1475 -0.1209
C: 0.7670 -4.1995 -2.1588
C: 0.8677 -2.7944 -1.6749
S: -0.2339 -2.3182 -0.5009
C: 1.8390 -1.8642 -2.1280
C: 2.9473 -2.1868 -3.0728
S: 1.7548 -0.2679 -1.5993
H: -0.0562 -4.7278 -1.6849
H: 1.6930 -4.7391 -1.9376
H: 0.6318 -4.2208 -3.2430
H: 2.9514 -3.2376 -3.3528
H: 3.9070 -1.9460 -2.6094
H: 2.8678 -1.5855 -3.9802
N: -0.8086 0.0467 1.8059
C: -1.5293 1.3617 1.8913
C: -0.6665 2.4255 1.2053
N: -0.3434 1.9438 -0.1799
H: -1.3996 -0.7253 2.1097
H: -0.0288 0.0537 2.4651
H: -1.7071 1.6145 2.9351
H: -2.4919 1.2571 1.3909
H: 0.2699 2.5752 1.7426
H: -1.1901 3.3784 1.1496
H: 0.3522 2.5356 -0.6310
H: -1.1776 2.0308 -0.7623

* energy: -33922.87761 eV
* gap between HOMO and LUMO (alpha / beta): 0.2658 / 0.2509 Ha
* M: 370.543 g/mol
* highest occupied orbital energy (alpha / beta): -17.29 / -16.80 eV
* energy relative to the best compared isomer or geometry (same formula, charge and spin): 0.00 kJ/mol
* F_max: 0.58 eV/Å
* ⟨S²⟩: 0.8816
* spin multiplicity: 2
* net charge: +2

Atom charges from the natural (NBO) analysis, given in e for atoms 1 to 4: 0.626 -0.687 -0.097 0.380

=====

Density functional theory data (ωB97M-V/def2-TZVPD) for a molecular structure, C6H14IrO3 at a distorted geometry.

Cartesian coordinates (Å):
H: 3.2100 -0.9392 1.2986
C: -2.9399 2.6005 -0.2560
O: -1.6281 1.9767 -0.2631
C: -0.5787 2.6108 -0.0472
C: 0.6813 1.8789 0.1003
O: 0.6614 0.5789 -0.3194
C: 1.7745 -0.5613 0.5946
C: 1.0115 -1.8627 0.6711
O: 0.3971 -2.1056 -0.5951
C: -0.0117 -3.4543 -0.7894
Ir: -0.3184 -0.5228 -1.6384
H: -3.3731 2.3897 -1.2360
H: -3.5025 2.1004 0.5358
H: -2.8382 3.6738 -0.0722
H: -0.6151 3.6909 0.1509
H: 0.9063 1.9427 1.1896
H: 1.4459 2.5041 -0.4132
H: 1.7014 -0.0585 1.5688
H: 2.4478 -0.5816 -0.2755
H: 0.2259 -1.8054 1.4404
H: 1.7003 -2.6903 0.8951
H: -0.5274 -3.5036 -1.7554
H: 0.8739 -4.1057 -0.7948
H: -0.7041 -3.7563 0.0104

* energy: -15401.68048 eV
* gap between HOMO and LUMO (alpha / beta): 0.2095 / 0.2722 Ha
* M: 326.392 g/mol
* highest occupied orbital energy (alpha / beta): -14.47 / -17.14 eV
* energy relative to the best compared isomer or geometry (same formula, charge and spin): 245.65 kJ/mol
* F_max: 4.15 eV/Å
* ⟨S²⟩: 8.7679
* spin multiplicity: 6
* net charge: +2

Atom charges from the natural (NBO) analysis, given in e for atoms 1 to 4: 0.264 -0.266 -0.332 0.524

=====

Density functional theory data (ωB97M-V/def2-TZVPD) for a molecular structure, C6H14N2 at a distorted geometry.

Cartesian coordinates (Å):
C: 1.0547 0.8507 1.6509
C: -0.4623 0.6319 1.5399
C: -0.9348 -0.3336 0.4175
N: -0.6386 1.9217 -1.3324
C: -0.0932 0.6083 -1.6830
C: -0.0410 -0.5364 -0.7994
C: -0.1028 -1.8396 -1.5181
N: 1.8600 -0.3781 1.7797
H: 1.3491 1.3233 0.7152
H: 1.3068 1.5030 2.4976
H: -0.9069 1.6095 1.3447
H: -0.8565 0.3027 2.5144
H: -1.9430 -0.0161 0.0928
H: -1.1289 -1.3156 0.8797
H: -0.5005 2.6034 -2.0685
H: -1.3003 0.9961 -1.7276
H: 0.5669 0.5316 -2.5502
H: 0.6614 -1.9350 -2.2939
H: -1.0794 -2.0204 -2.0224
H: 0.0360 -2.6857 -0.8229
H: 1.6886 -0.8475 0.8838
H: 1.4649 -0.9742 2.5021

* energy: -9425.09592 eV
* gap between HOMO and LUMO (alpha / beta): 0.1588 / 0.2454 Ha
* M: 114.192 g/mol
* highest occupied orbital energy (alpha / beta): 0.13 / -2.51 eV
* energy relative to the best compared isomer or geometry (same formula, charge and spin): 215.18 kJ/mol
* F_max: 2.69 eV/Å
* ⟨S²⟩: 0.7561
* spin multiplicity: 2
* net charge: -1

Atom charges from the natural (NBO) analysis, given in e for atoms 1 to 4: -0.223 -0.412 -0.455 -0.942

=====

Density functional theory data (ωB97M-V/def2-TZVPD) for a molecular structure, C6H14N2 at a distorted geometry.

Cartesian coordinates (Å):
C: 1.3709 0.2241 -0.1883
C: -0.3863 2.0364 -0.1401
C: -1.4369 -0.3299 -1.5504
C: -0.3655 -1.9142 0.0909
C: 0.0424 0.6387 0.2690
C: -0.3788 -0.5218 -0.4897
N: 0.2066 0.6592 1.9564
N: 2.2411 -0.6236 0.4390
H: 1.8678 0.8994 -0.8780
H: 1.8499 -1.1765 1.1887
H: -0.4776 0.0696 2.4250
H: 0.1162 1.5763 2.3879
H: 3.0704 -0.9553 -0.0302
H: -0.2429 2.2300 -1.2034
H: -1.4425 2.1716 0.0883
H: 0.2300 2.7681 0.3823
H: -2.4269 -0.1974 -1.0968
H: 0.3937 -2.5355 -0.3958
H: -1.5054 -1.2093 -2.1921
H: -1.2500 0.5385 -2.1796
H: -0.1547 -1.9306 1.1655
H: -1.3214 -2.4179 -0.0484

* energy: -9426.56274 eV
* gap between HOMO and LUMO: 0.2888 Ha
* M: 114.192 g/mol
* highest occupied orbital energy: -6.84 eV
* energy relative to the best compared isomer or geometry (same formula, charge and spin): 281.89 kJ/mol
* F_max: 5.24 eV/Å

Atom charges from the natural (NBO) analysis, given in e for atoms 1 to 4: 0.040 -0.614 -0.618 -0.632